{"formula": "C19H24N2O2", "method": "the ωB97M-V functional and the def2-TZVPD basis", "e_above_lowest_kj_mol": 54.5, "fmax_ha_per_bohr": 0.012, "mol_weight_da": 312.41, "homo_energy_ev": -8.59, "homo_lumo_gap_ev": 9.1460, "smiles": "CCCCCCCOc1ccc(C(=O)Nc2cccnc2)cc1", "total_energy_ev": -27168.21903, "elements": ["C", "C", "C", "C", "C", "C", "C", "O", "C", "C", "C", "C", "C", "C", "H", "H", "C", "O", "N", "C", "C", "C", "C", "N", "C", "H", "H", "H", "H", "H", "H", "H", "H", "H", "H", "H", "H", "H", "H", "H", "H", "H", "H", "H", "H", "H", "H"], "coordinates": [[-4.358955, 4.390903, -0.074151], [-5.398911, 3.285650, 0.062288], [-4.758928, 1.899249, 0.046281], [-5.799534, 0.790833, 0.195213], [-5.217097, -0.613871, 0.041717], [-4.302697, -1.014601, 1.197587], [-3.707651, -2.407140, 0.977303], [-2.924374, -2.484478, -0.197696], [-1.703693, -1.901306, -0.243921], [-1.022713, -1.349116, 0.839024], [0.238992, -0.809184, 0.666429], [0.848336, -0.796711, -0.583083], [0.152431, -1.329276, -1.669539], [-1.094823, -1.881621, -1.503731], [-1.633604, -2.306093, -2.335922], [0.617745, -1.298477, -2.642746], [2.186852, -0.201506, -0.843855], [2.481076, 0.288957, -1.912766], [3.045014, -0.283672, 0.223861], [4.351410, 0.183790, 0.326623], [5.063139, -0.082075, 1.496816], [6.358579, 0.383527, 1.619520], [6.900842, 1.103261, 0.564884], [6.234040, 1.359823, -0.546628], [4.999040, 0.918390, -0.672340], [4.498406, 1.151175, -1.599402], [7.909231, 1.491570, 0.608839], [6.931920, 0.191931, 2.513477], [4.600491, -0.647151, 2.296094], [2.714514, -0.791764, 1.033140], [0.722794, -0.360043, 1.523210], [-1.461893, -1.333239, 1.824185], [-3.128720, -2.728241, 1.852359], [-4.510034, -3.131579, 0.811952], [-4.864424, -1.022848, 2.133701], [-3.493816, -0.289252, 1.289413], [-6.036698, -1.333842, -0.021753], [-4.653431, -0.671452, -0.891674], [-6.567666, 0.931314, -0.568956], [-6.286332, 0.877234, 1.169806], [-4.219475, 1.763036, -0.894066], [-4.030622, 1.840525, 0.857371], [-6.117357, 3.360938, -0.757114], [-5.949365, 3.417706, 0.996876], [-3.809019, 4.283636, -1.006536], [-3.647271, 4.349841, 0.747758], [-4.835057, 5.368567, -0.066755]], "forces_ev_per_a": [[-0.2, -0.1, 0.0], [0.3, 0.0, 0.0], [-0.5, 0.1, 0.1], [0.3, -0.1, -0.2], [-0.1, 0.1, 0.2], [0.1, -0.3, -0.4], [-0.2, 0.2, 0.5], [0.2, 0.0, -0.3], [0.3, 0.1, -0.1], [-0.4, -0.2, 0.1], [0.2, 0.0, -0.3], [-0.3, 0.0, 0.0], [0.1, 0.1, 0.1], [-0.2, 0.0, 0.1], [-0.1, -0.1, -0.1], [0.0, 0.0, -0.1], [0.0, -0.1, 0.2], [0.1, 0.0, -0.1], [-0.3, -0.2, 0.3], [0.5, 0.2, 0.1], [0.0, 0.1, -0.2], [-0.1, 0.0, -0.1], [0.2, -0.1, 0.3], [0.4, 0.2, -0.1], [-0.5, -0.1, -0.2], [-0.1, -0.1, 0.1], [0.1, 0.0, 0.1], [0.1, 0.0, 0.1], [0.0, 0.0, 0.1], [0.0, 0.1, -0.3], [0.0, 0.0, 0.1], [-0.1, 0.0, 0.0], [0.0, 0.0, -0.1], [0.1, 0.1, 0.1], [0.0, 0.0, 0.1], [0.0, 0.0, 0.1], [0.0, -0.1, -0.1], [0.0, 0.0, -0.1], [-0.1, 0.0, 0.0], [-0.1, 0.0, 0.0], [0.1, 0.0, 0.0], [0.1, 0.0, 0.0], [-0.1, 0.0, 0.0], [-0.1, 0.0, 0.0], [0.1, 0.0, -0.1], [0.1, 0.0, 0.1], [0.0, 0.1, 0.0]]}

{"formula": "C19H24N2O3S", "method": "the ωB97M-V functional and the def2-TZVPD basis", "e_above_lowest_kj_mol": 58.2, "fmax_ha_per_bohr": 0.028, "mol_weight_da": 360.48, "homo_energy_ev": -8.34, "homo_lumo_gap_ev": 8.7883, "total_energy_ev": -40050.86052, "elements": ["C", "C", "C", "C", "C", "C", "C", "H", "H", "H", "C", "N", "C", "C", "O", "C", "H", "H", "H", "C", "H", "H", "S", "O", "C", "C", "O", "N", "H", "C", "H", "C", "C", "H", "C", "H", "H", "C", "H", "H", "H", "H", "H", "H", "H", "H", "H", "H", "H"], "coordinates": [[-3.157562, -3.992782, 0.196044], [-3.907602, -2.711488, 0.001220], [-3.262106, -1.490775, 0.096160], [-3.964365, -0.298719, -0.083864], [-5.328654, -0.329099, -0.363383], [-5.974471, -1.547590, -0.456144], [-5.272692, -2.726726, -0.275583], [-5.787227, -3.674018, -0.351826], [-7.032492, -1.578975, -0.671685], [-5.867965, 0.595307, -0.503585], [-3.249729, 0.953450, 0.016837], [-2.001949, 1.086247, 0.361378], [-1.734308, 2.426570, 0.305341], [-2.873106, 3.075115, -0.088642], [-3.837687, 2.134401, -0.264770], [-3.201767, 4.502551, -0.318336], [-3.851048, 4.877861, 0.472851], [-2.290794, 5.093564, -0.334948], [-3.725033, 4.616834, -1.266007], [-0.377922, 2.931807, 0.603363], [-0.209708, 3.916360, 0.170469], [-0.165904, 2.962575, 1.671198], [0.851600, 1.774725, -0.196907], [2.161603, 2.434000, -0.046010], [0.827321, 0.509309, 1.151686], [1.735027, -0.642947, 0.758488], [1.337241, -1.785998, 0.657703], [3.008144, -0.255583, 0.559500], [3.203507, 0.738120, 0.511753], [4.034932, -1.142850, 0.061253], [3.642860, -2.154021, 0.193246], [4.365178, -0.843329, -1.418936], [5.876717, -0.614228, -1.472033], [6.396816, -1.562215, -1.619161], [6.201811, -0.060359, -0.088487], [5.880816, 0.980140, -0.020554], [7.263352, -0.111974, 0.148680], [5.352356, -0.935918, 0.828849], [5.843843, -1.897063, 0.981489], [5.175027, -0.483664, 1.803369], [6.162498, 0.062917, -2.275252], [3.839633, 0.064384, -1.720543], [4.045754, -1.650082, -2.075702], [-0.199538, 0.171142, 1.258922], [1.191898, 0.994237, 2.055678], [-2.204333, -1.444364, 0.302812], [-2.091576, -3.805468, 0.290438], [-3.503137, -4.497095, 1.098060], [-3.325271, -4.664301, -0.644442]], "forces_ev_per_a": [[0.0, 0.0, 0.0], [0.0, 0.1, 0.0], [-0.1, 0.1, 0.0], [-0.6, -0.3, -0.1], [0.2, 0.1, 0.0], [-0.1, -0.1, 0.0], [0.0, 0.1, 0.0], [-0.1, -0.1, 0.0], [-0.1, 0.0, 0.0], [-0.1, 0.1, 0.0], [1.1, 0.3, 0.3], [-0.7, -0.6, -0.1], [-1.1, 0.7, -0.4], [1.1, 0.2, 0.3], [-0.3, -0.2, -0.1], [-0.3, -0.3, 0.0], [0.0, 0.1, 0.0], [0.0, 0.0, 0.0], [0.0, 0.1, -0.1], [0.2, -0.5, -0.3], [0.2, 0.0, 0.0], [0.1, 0.0, 0.0], [-1.0, -0.1, 1.0], [1.0, 0.6, -0.1], [-0.3, 0.1, -0.5], [0.0, 0.3, 0.1], [-0.2, -0.3, 0.0], [0.3, 0.1, 0.0], [-0.2, 0.0, 0.1], [-0.1, -0.3, 0.1], [0.1, 0.2, 0.0], [0.1, -0.1, -0.1], [0.0, 0.1, 0.0], [0.1, 0.0, 0.0], [0.1, -0.2, 0.0], [0.0, 0.1, 0.0], [0.0, 0.1, 0.0], [0.0, 0.1, 0.0], [0.0, 0.0, 0.0], [0.0, -0.1, 0.1], [0.1, 0.0, -0.1], [0.0, 0.0, 0.0], [-0.1, 0.0, -0.1], [0.1, -0.1, 0.0], [0.0, 0.2, 0.0], [0.1, 0.0, 0.0], [0.1, -0.1, 0.0], [0.0, -0.1, 0.0], [0.0, -0.1, 0.0]]}